# 1
26
Properties=species:S:1:pos:R:3:forces:R:3 method="wB97M-V/def2-TZVPD" charge=+1 smiles="N/N=C/C/C(N)=[NH+]/c1ccccc1" spin_multiplicity=1 gap_ha=0.33183 lumo_energy_ev=-3.11 e_homo_ev=-12.1
C -1.205730 0.271567 4.007234 4.114 -1.001 0.028
C 0.158551 -0.272872 3.953130 -3.126 1.333 0.204
C -1.752866 0.765764 2.875134 1.325 -0.916 -0.192
C 0.800845 -0.377199 2.747916 3.404 -0.822 1.869
C -1.027564 0.679698 1.723087 1.791 0.117 -0.905
C 0.288819 0.185266 1.624975 -3.436 -0.778 0.163
C 0.586318 -0.474673 -0.763018 -0.759 -0.617 0.855
C 1.477584 -0.690630 -1.945384 0.680 1.979 0.501
C 1.000969 0.083323 -3.140695 -4.454 -0.385 1.265
N -0.644683 -0.899625 -0.916721 0.524 0.844 3.326
N 0.981037 0.024965 0.418703 1.765 1.272 -2.238
N -0.724070 0.686062 -4.500917 -2.602 -0.155 2.431
N -0.268621 0.238172 -3.363723 1.670 -1.048 0.934
H -1.574763 0.500923 4.946748 -1.037 -0.012 1.686
H 0.683897 -0.442644 4.872800 -0.003 -0.492 0.220
H -2.632525 1.300415 2.820257 -1.916 0.841 0.254
H 1.876569 -0.765668 2.820710 -1.645 0.478 -0.583
H -1.430650 1.228575 0.939946 -0.590 0.604 -1.881
H 2.439502 -0.236137 -1.677374 0.171 -0.727 -0.107
H 1.553664 -1.737174 -2.242777 0.192 -0.110 0.564
H 1.638600 0.305100 -3.877246 2.894 0.813 -2.592
H -0.849526 -1.438119 -1.670282 -0.771 -1.528 -2.775
H -1.233966 -1.035368 -0.106598 -0.150 0.342 0.085
H -1.695024 0.601788 -4.652249 -0.979 -0.053 0.412
H -0.281790 0.901024 -5.294210 3.160 0.842 -3.262
H 1.835421 0.597466 0.400553 -0.223 -0.820 -0.263

=====

# 2
25
Properties=species:S:1:pos:R:3:forces:R:3 method="wB97M-V/def2-TZVPD" smiles="Cc1ccc(O)cc1.CC(N)=O" spin_multiplicity=1 gap_ha=0.32772 lumo_energy_ev=0.82 e_homo_ev=-8.1
C -2.078132 -2.343212 2.798525 2.610 0.214 -0.137
C -2.303333 -1.115871 1.977503 -0.221 3.316 0.704
O -2.744556 -1.068667 0.840836 0.600 -0.702 0.935
N -2.001622 0.142008 2.625043 -0.730 -0.441 -1.886
H -2.709828 -3.062745 2.440912 -2.198 -1.755 -0.640
H -2.122972 -2.272767 3.882092 -0.049 0.376 -0.113
H -2.293286 1.004350 2.133014 0.256 -1.209 0.157
H -1.817867 0.326166 3.585622 0.149 -0.694 0.592
H -1.107285 -2.831774 2.510549 -0.399 0.895 0.383
C 0.584209 -1.369185 -3.038716 2.067 -4.792 -1.010
C 0.644517 0.647008 0.036246 -1.515 0.046 0.297
C 1.500741 1.681481 -0.289816 1.458 -1.430 1.333
C 0.355971 -0.380357 -0.843573 0.271 1.207 -0.548
C 0.906883 -0.350301 -2.116313 0.222 1.896 2.242
C 2.354524 1.459681 -1.395349 -0.550 2.170 0.940
C 1.915840 0.589328 -2.356291 -0.014 -0.747 -0.813
O 1.694638 2.631790 0.724517 -0.033 -0.499 -1.222
H 0.023497 0.675847 0.930887 0.455 0.274 0.079
H -0.420747 -1.077632 -0.624798 -0.308 -0.492 0.315
H 3.255135 2.083089 -1.537103 -0.693 -0.217 -0.097
H 1.955294 3.427795 0.264572 0.247 0.511 0.105
H 1.048785 -1.158970 -3.976519 -0.378 0.150 -1.147
H -0.369860 -1.908566 -3.105450 -0.075 1.016 0.095
H 2.386742 0.646647 -3.333292 0.124 -0.364 0.057
H 1.295767 -2.261905 -2.701896 -1.295 1.272 -0.624

=====

# 3
25
Properties=species:S:1:pos:R:3:forces:R:3 method="wB97M-V/def2-TZVPD" smiles=C[C@@H](N)[C@@H](O)c1cccc(O)c1 spin_multiplicity=1 gap_ha=0.34402 lumo_energy_ev=0.58 e_homo_ev=-8.8
C 2.272793 -2.330596 -0.324230 -0.222 0.259 -0.097
H 3.096326 -1.739602 -0.715536 0.076 -0.041 -0.071
H 2.506788 -2.633064 0.692594 0.051 -0.058 0.136
C 0.989860 -1.505454 -0.317215 0.436 0.170 0.046
N -0.025371 -2.219169 0.437575 -0.179 -0.041 0.009
H -0.208567 -3.121597 0.013651 -0.040 0.054 0.068
H -0.893858 -1.696140 0.463296 -0.022 -0.096 -0.034
H 0.684543 -1.308556 -1.366603 0.078 0.060 0.192
C 1.236460 -0.133112 0.359852 -0.354 -0.471 -0.063
C -0.049235 0.663544 0.391779 0.032 0.109 0.214
C -0.550461 1.241129 -0.768640 -0.068 0.030 -0.005
C -1.743289 1.952055 -0.747487 0.206 -0.177 0.145
C -2.450822 2.081310 0.443113 -0.038 0.078 -0.228
C -1.955307 1.503044 1.594917 -0.056 0.029 -0.062
C -0.762478 0.800174 1.575072 0.146 -0.088 -0.050
H -0.381392 0.349764 2.478174 0.062 -0.050 0.115
H -2.503651 1.603882 2.519327 -0.058 0.020 0.080
H -3.375550 2.635290 0.439814 -0.119 0.072 0.016
O -2.257814 2.529855 -1.867100 -0.092 0.099 -0.134
H -1.668338 2.383874 -2.616646 -0.053 -0.004 0.134
H -0.017536 1.144258 -1.708525 0.033 -0.011 -0.084
O 2.292615 0.564796 -0.258781 0.205 0.194 -0.276
H 2.037953 0.772818 -1.164715 0.060 0.019 0.042
H 1.575866 -0.317192 1.382742 -0.106 -0.028 -0.050
H 2.150466 -3.221311 -0.936431 0.024 -0.126 -0.043